[1]
ORCA calculation (ωB97M-V/def2-TZVPD) on a structure of composition C8H9N2O4S.

Results
DFT total energy: -1118.9115 Eh
Spin multiplicity: 1
Frontier orbital gap: 8.960 eV
Total charge: -1
F_max: 0.0968 hartree/bohr
Highest occupied orbital energy: -5.5 eV
Energy above the lowest of the compared OMol25 structures with the same formula, charge and spin: 142.9 kJ/mol

Cartesian coordinates (Å):
S 1.6622 -1.9693 -0.5766
O 2.3933 -2.6545 -1.5996
O 0.4423 -1.1916 -1.5005
O 3.0611 0.8697 1.4669
O 0.9872 -2.8359 0.3956
N 2.6041 -0.7811 -0.0151
N -1.4467 0.5084 1.1064
C -2.1236 -0.5945 0.7947
C 0.7849 -0.0022 1.4640
C -1.3076 2.0605 -1.2285
C 2.2640 0.0956 0.9515
C -1.5482 -1.3859 -0.1806
C 0.0411 1.6391 -0.5039
C -0.2194 0.3826 0.3156
C -0.3883 -0.8283 -0.5155
H -1.5141 1.3865 -2.0745
H -2.0864 1.9166 -0.4987
H -1.8687 -2.3356 -0.4217
H -3.0164 -0.7549 1.2097
H -0.9523 3.0986 -1.4342
H 0.5206 0.6309 2.2715
H 0.7807 1.3645 -1.2206
H 0.4231 2.3878 0.0963
H 0.5070 -1.0067 1.6976

natural (NBO) population analysis, charges in e, atoms 1 to 6:
1. S 2.40
2. O -0.95
3. O -0.67
4. O -0.64
5. O -0.95
6. N -0.93

[2]
ORCA calculation (ωB97M-V/def2-TZVPD) on a cluster of 2 separate species, C2Cl3F3 in total.

Results
DFT total energy: -1756.2291 Eh
Spin multiplicity: 1
Frontier orbital gap (alpha / beta): 8.709 / 7.903 eV
F_max: 0.0610 hartree/bohr
Highest occupied orbital energy (alpha / beta): -9.4 / -8.6 eV
Energy above the lowest of the compared OMol25 structures with the same formula, charge and spin: 437.0 kJ/mol

Cartesian coordinates (Å):
Cl 2.6462 1.0952 1.5687
Cl 2.7509 -1.5641 0.5713
Cl 1.2742 0.0934 -1.0797
F -1.2969 1.4175 -0.4220
F -2.0230 -0.2795 -1.5189
F -1.3710 -0.5452 0.5872
C 2.1877 0.0935 0.2978
C -1.1336 0.0814 -0.5931

natural (NBO) population analysis, charges in e, atoms 1 to 6:
1. Cl 0.14
2. Cl 0.00
3. Cl 0.23
4. F -0.35
5. F -0.33
6. F -0.34

[3]
ORCA calculation (ωB97M-V/def2-TZVPD) on the molecule C2H3N3O2.

Results
DFT total energy: -392.5996 Eh
Spin multiplicity: 1
Frontier orbital gap: 8.842 eV
F_max: 0.0356 hartree/bohr
Highest occupied orbital energy: -8.1 eV
Energy above the lowest of the compared OMol25 structures with the same formula, charge and spin: 509.2 kJ/mol

Cartesian coordinates (Å):
O -0.6397 -1.2784 1.7452
O 1.4825 0.8848 -2.3210
N 0.5301 -1.2876 -0.2198
N -0.1759 -0.6451 0.5832
N -0.5680 0.5510 0.5240
C 0.6934 1.0290 -1.4819
C -0.1786 1.3253 -0.5495
H -1.1324 -0.6130 2.2516
H 0.6676 -2.2473 0.0619
H -0.6789 2.2813 -0.5935

natural (NBO) population analysis, charges in e, atoms 1 to 6:
1. O -0.54
2. O -0.43
3. N -0.56
4. N 0.40
5. N -0.31
6. C 0.71

[4]
ORCA calculation (ωB97M-V/def2-TZVPD) on a structure of composition C3H8O.

Results
DFT total energy: -194.1759 Eh
Spin multiplicity: 1
Frontier orbital gap (alpha / beta): 8.151 / 8.348 eV
F_max: 0.0067 hartree/bohr
Highest occupied orbital energy (alpha / beta): -7.2 / -7.4 eV
Energy above the lowest of the compared OMol25 structures with the same formula, charge and spin: 420.1 kJ/mol

Cartesian coordinates (Å):
O 0.6037 -0.5646 0.2609
C 0.3113 1.7996 0.2140
C 0.2974 -1.8447 0.2358
C -0.2434 0.4166 0.2388
H 1.1607 -2.4934 0.2813
H -1.2644 0.2027 0.5489
H 0.4366 2.2240 1.2209
H -0.6736 -1.3064 -1.4770
H -0.8929 -0.5592 -1.5424
H 1.2872 1.8036 -0.2802
H -0.3572 2.4664 -0.3405
H -0.6655 -2.1444 0.6394

natural (NBO) population analysis, charges in e, atoms 1 to 6:
1. O -0.35
2. C -0.67
3. C -0.21
4. C 0.11
5. H 0.18
6. H 0.17

[5]
ORCA calculation (ωB97M-V/def2-TZVPD) on a structure of composition C33H30AsN2OPtS4.

Results
DFT total energy: -5407.8918 Eh
Spin multiplicity: 1
Frontier orbital gap (alpha / beta): 6.015 / 5.914 eV
Total charge: +1
F_max: 0.0332 hartree/bohr
Highest occupied orbital energy (alpha / beta): -9.9 / -10.0 eV
Energy above the lowest of the compared OMol25 structures with the same formula, charge and spin: 141.4 kJ/mol

Cartesian coordinates (Å):
Pt -0.9706 -1.3112 -0.4069
As 0.0200 0.9425 0.1397
S 1.2010 -2.1878 -0.1400
S -5.5503 0.0371 -0.0662
S -2.0505 -3.1626 4.1129
S -0.6284 -0.7887 -2.9647
O -0.6719 0.6729 -2.8015
N -1.5675 -2.2564 1.7807
N -3.2229 -1.0028 -0.1851
C 2.8489 -2.8170 -3.3600
C -4.1216 -0.4279 -0.9270
C 0.3606 -3.4885 2.7532
C 0.7073 0.1477 2.9239
C 0.0517 2.9106 0.1442
C 0.2332 5.6715 0.0274
C -3.2698 -2.2702 3.3193
C 1.1117 -1.1954 -3.1826
C -1.5149 0.9661 2.5302
C -1.8172 0.8253 3.8694
C 1.5006 -2.5216 -3.2600
C -0.2469 0.6489 2.0507
C -2.8389 -1.8636 2.0865
C 3.6637 -1.1618 -0.0578
C 1.9032 0.5038 -0.0270
C 3.7831 -1.7918 -3.3729
C -1.0104 -2.9360 2.7316
C 0.2653 3.6418 1.3102
C 4.6119 -0.1659 0.0066
C -3.6371 -1.1422 1.1177
C 3.3795 -0.4691 -3.3074
C 2.3034 -0.8411 -0.0887
C 0.3578 5.0223 1.2458
C -4.8762 -0.6234 1.3607
C 2.0323 -0.1667 -3.2055
C -0.0031 4.9475 -1.1300
C 4.2222 1.1669 0.0257
C -4.0258 -0.1839 -2.3812
C 0.4011 -0.0122 4.2651
C -0.0989 3.5667 -1.0719
C -1.0762 -1.1150 -4.7323
C -0.8576 0.3228 4.7350
C 2.8791 1.4931 0.0032
H 3.9550 -2.2013 -0.0777
H 4.9545 1.9562 0.0802
H -2.2600 1.3388 1.8311
H 1.6770 0.8519 -3.1443
H 0.4804 -4.2689 2.0011
H 0.7599 -3.3086 -3.2208
H -0.1154 5.4574 -2.0766
H -0.2936 2.9812 -1.9632
H -2.1361 -0.9423 -4.8800
H -5.4249 -0.6074 2.2783
H 5.6594 -0.4176 0.0422
H -0.8252 -2.1495 -4.9310
H 4.8339 -2.0279 -3.4245
H -4.8389 -0.6879 -2.9034
H -4.2292 -2.1227 3.7655
H -0.4965 -0.4440 -5.3539
H 0.5671 -3.9076 3.7359
H 0.3167 6.7471 -0.0172
H 1.0875 -2.7096 2.5209
H 0.5303 5.5880 2.1521
H 3.1750 -3.8439 -3.4231
H -1.0922 0.1974 5.7804
H -3.0718 -0.5537 -2.7383
H 0.3673 3.1332 2.2629
H -2.7940 1.1048 4.2375
H 2.5732 2.5324 0.0352
H -4.1006 0.8802 -2.6001
H 1.1552 -0.3886 4.9402
H 1.6980 -0.0970 2.5593
H 4.1072 0.3253 -3.3396

Löwdin population analysis, charges in e, atoms 1 to 6:
1. Pt 0.58
2. As 1.30
3. S 0.69
4. S 1.13
5. S 1.11
6. S 0.77

[6]
ORCA calculation (ωB97M-V/def2-TZVPD) on a structure of composition C37H55O2P3SiTi.

Results
DFT total energy: -3756.2880 Eh
Spin multiplicity: 2
Frontier orbital gap (alpha / beta): 7.767 / 7.715 eV
⟨S²⟩: 0.759
Total charge: +1
F_max: 0.0203 hartree/bohr
Highest occupied orbital energy (alpha / beta): -10.4 / -10.2 eV

Cartesian coordinates (Å):
Ti -1.2696 -0.2291 0.1117
P -0.6701 -1.7805 2.2868
P -1.1573 2.2501 -0.5032
P 0.5723 -0.6373 -2.1199
Si 1.0252 0.4397 0.8364
O -3.0948 -1.3104 -0.0320
O -2.8048 0.4296 1.2744
C 2.2795 4.3068 -1.5011
C 0.4569 1.2363 -4.2888
C 2.6742 0.0909 -3.9526
C 0.4583 -2.3992 -4.4615
C 3.2240 3.6404 -0.7261
C -2.2356 2.5261 -1.9751
C -0.1309 -3.5069 1.9332
C 1.5111 2.1058 0.0656
C 1.3950 0.5819 -3.2699
C -3.4379 -1.8917 3.2644
C 1.2511 -3.6383 1.3058
C -3.5817 1.8277 -1.7353
C -1.9621 -2.0146 3.6548
C -0.1560 -2.0448 -3.1001
C -1.6602 -1.8270 -3.3105
C 2.8404 2.5528 0.0445
C 0.9556 3.8979 -1.4821
C 4.0054 -2.6664 -1.0499
C -1.4998 4.8258 0.6587
C 2.2166 0.9211 3.4368
C 2.2847 -0.7398 0.0547
C -1.7779 3.3356 0.8574
C -2.5049 3.9419 -2.4829
C 1.0031 -1.3086 4.5343
C -3.5870 -0.4060 0.7038
C -1.2001 -4.1835 1.0637
C 3.4486 -1.1425 0.7227
C -1.8096 -3.3133 4.4546
C 2.8749 -2.2627 -1.7415
C 2.5171 0.5454 4.7385
C 4.3056 -2.0865 0.1776
C 0.5657 2.8016 -0.7077
C 1.9191 -0.5844 5.2819
C 1.3072 0.1907 2.6623
C 0.6711 -0.9270 3.2300
C -1.1824 2.8962 2.2010
C 2.0173 -1.2974 -1.2083
H 1.7029 1.3512 -2.5594
H -4.1106 2.2427 -0.8747
H 4.2588 3.9617 -0.7354
H -3.0328 3.8698 -3.4375
H -1.6146 4.5420 -2.6524
H -2.2224 -1.6391 -2.3925
H -3.7014 -2.5302 2.4192
H -0.8622 -5.1822 0.7783
H 4.6559 -3.4228 -1.4726
H -1.8367 -0.9856 -3.9870
H -0.1004 3.0552 2.2113
H 2.4986 -0.6966 -4.6810
H -2.8551 3.1586 0.8829
H 0.2350 4.4410 -2.0765
H -1.3857 -3.6235 0.1436
H 0.3561 -1.5759 -5.1689
H -3.7132 -0.8656 3.0519
H 2.6715 -2.7102 -2.7034
H -2.4428 -3.2333 5.3412
H 5.1972 -2.3881 0.7153
H -1.3828 1.8561 2.4389
H 2.1550 -0.8982 6.2918
H -3.1576 4.4851 -1.7986
H 0.5374 -2.1700 4.9918
H -0.0195 -2.8938 -2.4238
H 3.6714 -0.7379 1.7063
H -0.4279 5.0273 0.7197
H -1.6059 3.5093 3.0003
H -4.6669 -0.3168 0.8187
H -4.0522 -2.2066 4.1103
H -2.1615 -4.2913 1.5695
H 3.2189 1.1247 5.3262
H -4.2203 1.9693 -2.6098
H 1.5074 -2.6786 -4.4245
H 2.7053 1.7935 3.0105
H -1.9824 5.3840 1.4651
H 2.5732 5.1493 -2.1157
H 1.5062 -4.6992 1.2450
H 1.0430 1.8658 -4.9625
H -3.4819 0.7523 -1.6021
H 2.0231 -3.1370 1.8881
H 1.2857 -3.2349 0.2915
H -0.0691 0.5059 -4.9086
H -1.7445 1.9534 -2.7559
H -0.0857 -3.2489 -4.8814
H -2.1034 -2.7118 -3.7723
H 3.5985 2.0148 0.6076
H -1.7358 -1.1811 4.3196
H -1.8656 5.2259 -0.2836
H -2.1620 -4.1772 3.8861
H -0.8009 -3.5279 4.7981
H -0.2772 1.8845 -3.8212
H 3.0980 0.9425 -4.4922
H -0.1035 -3.9976 2.9025
H 3.4280 -0.2505 -3.2444

natural (NBO) population analysis, charges in e, atoms 1 to 6:
1. Ti 1.37
2. P 0.85
3. P 0.86
4. P 0.85
5. Si 0.90
6. O -0.74